Below is a structure of composition C13H24AuN5O8P2, with properties calculated with the ωB97M-V functional and the def2-TZVPD basis.

Atoms and positions in Å:
Au (0.015, -0.408, 0.333)
C (-4.365, -1.521, -1.375)
C (-2.965, -1.104, -0.915)
O (-2.905, -1.374, 0.476)
P (-2.722, 0.684, -1.344)
O (-3.959, 1.494, -0.720)
O (-3.032, 0.728, -2.891)
O (-1.431, 1.273, -0.910)
P (-1.693, -2.031, -1.924)
O (-2.144, -3.579, -1.734)
O (-1.937, -1.610, -3.339)
O (-0.305, -1.896, -1.333)
H (-5.113, -0.939, -0.836)
H (-4.501, -2.579, -1.148)
H (-4.492, -1.372, -2.446)
H (-2.040, -1.112, 0.849)
H (-3.638, 1.939, 0.087)
H (-2.641, -0.098, -3.316)
H (-1.636, -3.950, -0.998)
O (-0.661, -0.213, 2.454)
N (-1.327, 0.909, 2.842)
C (-0.628, 1.929, 3.456)
C (-1.175, 3.172, 3.588)
C (-2.476, 3.453, 3.113)
C (-3.193, 2.364, 2.559)
C (-2.624, 1.131, 2.431)
H (0.339, 1.646, 3.845)
H (-0.595, 3.934, 4.096)
H (-2.910, 4.438, 3.192)
H (-4.231, 2.489, 2.266)
H (-3.144, 0.257, 2.060)
C (2.863, 1.010, -0.970)
N (4.242, 1.495, -0.808)
C (4.219, 2.631, 0.125)
N (3.657, 2.272, 1.432)
C (2.291, 1.771, 1.221)
N (2.277, 0.608, 0.316)
C (3.117, -0.451, 0.907)
N (4.500, 0.005, 1.110)
C (5.034, 0.424, -0.192)
C (4.464, 1.181, 1.990)
H (2.853, 0.153, -1.645)
H (2.250, 1.802, -1.400)
H (3.621, 3.433, -0.310)
H (5.240, 2.989, 0.265)
H (1.676, 2.560, 0.787)
H (1.850, 1.476, 2.170)
H (3.113, -1.313, 0.238)
H (2.682, -0.744, 1.863)
H (5.043, -0.438, -0.862)
H (6.059, 0.775, -0.058)
H (5.484, 1.538, 2.147)
H (4.040, 0.886, 2.951)

Calculated values
**Expectation value of S²**: 0.768
**Relative energy (zero: lowest compared OMol25 entry of this formula, charge and spin)**: 0.0 kJ/mol
**2S+1**: 2
**HOMO energy (alpha / beta)**: -2.09 / -4.80 eV
**Gap between HOMO and LUMO (alpha / beta)**: 4.7 / 7.4 eV
**Molar mass**: 637.277 g/mol
**Net charge**: -1
**F_max**: 0.00835 Eh/bohr

Atomic partial charges in e from the natural (NBO) method, atoms 1 to 6: number 1, Au, carries 0.792; number 2, C, carries -0.632; number 3, C, carries -0.479; number 4, O, carries -0.752; number 5, P, carries 2.345; number 6, O, carries -1.000



Below is a cluster of 5 separate species, H10O5 in total in a non-equilibrium geometry, with properties calculated with the ωB97M-V functional and the def2-TZVPD basis.

Atoms and positions in Å:
O (-5.131, -5.308, -13.915)
H (-4.913, -4.602, -14.523)
H (-4.314, -5.484, -13.449)
O (-3.382, -2.548, -17.409)
H (-3.265, -1.767, -17.950)
H (-2.928, -3.241, -17.888)
O (-3.359, -0.323, -13.013)
H (-3.623, -0.981, -13.656)
H (-2.458, -0.103, -13.251)
O (-4.577, -1.758, -14.948)
H (-4.537, -1.952, -15.885)
H (-5.509, -1.800, -14.734)
O (-7.118, -2.801, -14.569)
H (-7.266, -3.746, -14.522)
H (-7.776, -2.486, -15.188)

Calculated values
**Expectation value of S²**: 0.750
**Relative energy (zero: lowest compared OMol25 entry of this formula, charge and spin)**: 47.7 kJ/mol
**2S+1**: 2
**HOMO energy (alpha / beta)**: 0.75 / -7.32 eV
**Gap between HOMO and LUMO (alpha / beta)**: 2.7 / 10.8 eV
**Molar mass**: 90.075 g/mol
**Net charge**: -1
**F_max**: 0.02343 Eh/bohr

Atomic partial charges in e from the natural (NBO) method, atoms 1 to 6: number 1, O, carries -0.996; number 2, H, carries 0.480; number 3, H, carries 0.460; number 4, O, carries -1.484; number 5, H, carries 0.365; number 6, H, carries 0.350



Below is a cluster of 19 separate species, H39O19 in total in a non-equilibrium geometry, with properties calculated with the ωB97M-V functional and the def2-TZVPD basis.

Atoms and positions in Å:
O (0.380, 2.174, -2.048)
H (0.244, 0.369, -3.395)
H (0.658, 3.045, -2.317)
O (-2.404, 2.183, 2.510)
H (-2.594, 2.745, 3.272)
H (-1.474, -1.317, 1.205)
O (1.788, -2.482, 2.765)
H (-0.946, -1.831, -3.478)
H (1.726, 0.314, -4.113)
O (-3.889, -1.328, -0.797)
H (-3.953, -0.470, -1.317)
H (1.072, -3.106, 2.992)
O (3.467, -0.379, 3.220)
H (4.279, -0.128, 2.780)
H (3.385, -1.300, 2.936)
O (1.778, 3.985, 0.865)
H (3.502, 1.820, 2.634)
H (2.685, 4.236, 0.731)
O (-2.956, 1.396, -2.622)
H (1.231, -3.390, -0.507)
H (-1.747, 1.569, 2.865)
O (0.791, 0.489, -4.166)
H (-3.729, 1.848, -2.318)
O (-3.191, 2.274, -0.347)
H (-2.572, 1.917, 0.308)
H (-3.954, 2.599, 0.137)
O (-0.053, -3.562, 0.757)
H (-3.211, -1.814, -1.328)
H (-3.254, -0.912, -0.004)
O (2.100, -3.067, -0.760)
H (2.480, -3.065, 2.445)
H (2.684, -3.730, -1.123)
O (-1.489, -1.297, -2.840)
H (-2.090, -0.836, -3.473)
H (0.087, -4.322, 1.317)
O (-0.653, 1.449, 0.501)
H (0.568, -2.852, 0.957)
H (1.622, 3.328, 1.536)
O (-2.136, -0.732, 0.821)
H (-1.906, 0.225, 0.963)
H (0.120, 1.290, 1.055)
O (0.836, 1.167, 2.788)
H (1.224, 0.378, 2.384)
H (-2.133, 1.858, -2.752)
O (3.370, 0.991, -0.947)
H (-0.535, -0.011, -1.214)
H (2.674, 0.360, -1.137)
O (0.350, -0.403, -1.151)
H (1.047, 1.514, -2.217)
H (0.365, -0.981, -1.910)
O (3.118, 2.564, 3.117)
H (2.159, 2.436, 3.027)
H (0.476, 1.002, 3.672)
O (-2.101, -3.705, -1.774)
H (-1.716, -2.827, -1.945)
H (-1.363, -4.207, -1.373)
H (-0.409, 2.031, -0.264)
H (4.191, 0.498, -0.919)

Calculated values
**Relative energy (zero: lowest compared OMol25 entry of this formula, charge and spin)**: 247.6 kJ/mol
**HOMO energy**: -12.83 eV
**Gap between HOMO and LUMO**: 9.7 eV
**Molar mass**: 343.293 g/mol
**Net charge**: +1
**F_max**: 0.06629 Eh/bohr

Atomic partial charges in e from the natural (NBO) method, atoms 1 to 6: number 1, O, carries -0.985; number 2, H, carries 0.477; number 3, H, carries 0.503; number 4, O, carries -0.948; number 5, H, carries 0.487; number 6, H, carries 0.526